47
Properties=species:S:1:pos:R:3:forces:R:3 method="wB97M-V/def2-TZVPD" smiles="CC(=O)N(C)CCCC[C@@]1(CN)C[C@@H](CN)[C@H](I)[NH2+]1" lumo_ev=-3.71 charge=+1
C 0.6644 2.4020 3.1254 0.367 0.571 0.359
C 2.2996 2.3632 2.9509 2.941 3.016 4.009
O 3.0271 3.1120 3.7844 -4.301 -4.649 -5.453
N 2.9895 1.5367 1.8492 -2.702 1.703 0.657
C 3.1278 2.5344 0.6807 0.663 0.561 -0.503
C 2.0896 0.3909 1.3923 -0.139 -0.460 0.116
C 3.0208 -0.7777 0.7157 0.017 0.291 -0.171
C 2.5003 -1.2766 -0.7767 1.162 -0.864 0.455
C 1.0568 -2.0527 -0.7598 0.170 -0.390 -0.849
C -0.2569 -1.0729 -0.9205 -0.920 -0.948 -2.182
C -0.1008 0.3052 -1.8553 0.916 1.285 0.018
N 0.3043 -0.0330 -3.3052 -0.392 1.773 0.462
C -1.6218 -1.7341 -1.6260 -0.852 0.552 1.059
C -2.8314 -0.9678 -0.8208 0.450 0.238 1.870
C -4.3975 -1.3127 -1.1581 -0.116 0.482 -0.713
N -5.1682 0.0220 -1.0789 1.555 -0.120 0.486
C -2.2645 -1.2585 0.7254 -1.467 -2.386 -2.880
I -3.2665 -0.2422 2.3920 0.893 -0.613 -1.075
N -0.7871 -0.8652 0.5139 -1.277 2.053 2.387
H 0.4278 3.3419 3.8218 0.648 -2.101 -1.742
H 0.1857 2.5589 2.0574 0.773 -0.438 2.196
H 0.2180 1.4636 3.6956 1.089 1.796 -1.449
H 3.6431 1.9742 -0.2278 -1.190 1.185 1.885
H 3.8205 3.4556 0.9903 -1.581 -2.256 -0.545
H 2.0623 2.9641 0.3627 2.131 -0.922 0.475
H 1.5070 -0.1259 2.2962 1.348 1.457 -1.667
H 1.2886 0.8630 0.6738 1.338 -1.125 0.976
H 3.0714 -1.6705 1.5066 -0.018 1.821 -1.985
H 4.1154 -0.3276 0.5984 -2.394 -1.052 0.280
H 2.5821 -0.3873 -1.5330 -0.449 -1.718 1.426
H 3.3074 -2.0799 -1.1340 -1.817 1.752 0.712
H 1.0410 -2.7027 0.2413 -0.333 1.498 -2.023
H 0.9760 -2.8597 -1.6356 0.360 1.977 1.806
H -1.1029 0.9085 -1.9482 1.821 -1.349 0.875
H 0.7368 1.0331 -1.4412 -1.892 -1.554 -0.511
H -0.4757 0.3022 -3.9474 1.314 -0.748 1.156
H 1.1110 0.6117 -3.5629 -1.299 -1.284 0.500
H -1.6563 -2.8839 -1.3617 -0.130 2.254 -0.920
H -1.8393 -1.4731 -2.7461 1.215 -0.890 2.048
H -2.8331 0.2258 -0.8081 0.511 -2.530 -0.769
H -4.8769 -2.1503 -0.4825 1.026 1.903 -1.129
H -4.5561 -1.6771 -2.2820 0.728 0.684 2.472
H -4.7317 0.6856 -1.7861 -0.806 -1.218 1.047
H -4.9694 0.4893 -0.1436 -0.443 -0.930 -1.458
H -2.3434 -2.4390 0.8216 0.354 2.581 0.378
H -0.2696 -1.3178 1.2989 0.174 0.152 -1.190
H -0.8251 0.1443 0.8471 0.553 -1.043 -0.897